(1)
The following is a DFT calculation (wB97M-V/def2-TZVPD) of C44H41FN6O3PSTl as an isolated structure.

Geometry (Å):
H -1.7488 -6.5943 3.4940
C 5.0471 -0.2204 -2.0526
C -1.3983 -6.1272 2.5819
S 3.0945 2.2404 0.2000
N 5.4239 2.2768 -1.0895
H -4.6026 -0.6314 5.3013
H -5.7723 -2.8925 -3.3972
C -0.0280 -1.5791 -3.5545
C -4.4661 -3.9691 -2.0692
O -1.5617 2.6550 -2.5268
N 4.1034 0.3049 -1.2973
C -3.1266 -2.6145 -0.5690
H 0.6309 -4.8772 -1.6984
C -0.0279 -6.1892 0.5808
C -0.9116 2.0029 -1.6965
H -2.5056 -4.3320 2.8793
C 2.0419 -2.3560 -4.0523
O -0.5571 0.7911 -1.7726
H 7.3056 3.5902 -2.2511
C -0.0921 -4.3616 -1.0760
C 2.2950 6.2516 2.1584
Tl 1.2335 -0.4393 -0.5069
H -0.1151 -1.2582 4.2858
C -1.8182 -4.8551 2.2217
H 3.1152 -2.2129 -4.0151
N 0.1633 -3.6856 -4.6624
H 1.9910 5.1350 4.6289
C 0.1312 3.9663 -0.6815
C 0.1925 2.6443 3.2271
C 1.4908 5.0382 2.5485
H -2.4645 -2.4012 -3.4186
H -4.7494 -4.9472 -2.4408
C 7.5854 2.5472 -2.1076
H -2.2281 -3.8904 -4.1448
H 2.1086 -4.2460 -5.0608
C -0.4757 -4.8846 0.1392
H 3.1820 7.0781 0.3590
H -0.0898 -0.9460 2.5387
H -0.3883 6.9337 -0.8048
C 4.2948 1.5654 -0.8189
C 2.6726 6.1686 0.6850
C -2.6987 -1.0690 4.4093
H -3.0459 -4.7467 -0.6532
H 1.7481 5.7920 -1.1992
C 0.8112 4.2930 1.5637
H 3.3419 5.3187 0.5278
P -1.7754 -2.4895 0.6838
H -5.8823 -1.3734 3.3043
H 6.9787 -0.0059 -3.0072
H 8.2473 2.5000 -1.2396
C 1.4821 -3.4752 -4.6227
H 0.1130 4.3800 -1.6824
H -3.9767 0.1568 0.2804
H -0.6487 -0.7972 -3.1216
C -4.1167 -1.8834 2.1935
C 6.2201 0.4418 -2.3798
C -5.0400 -2.8221 -2.6008
C -3.5134 -3.8597 -1.0647
H -5.0875 -0.6769 -2.5440
H 0.6846 -6.7125 -0.0505
C -1.3766 -4.2098 1.0680
H -0.1005 -7.7587 1.9995
O -0.6734 1.0305 1.1542
H 0.9434 8.0481 -0.4434
C 1.4299 5.9540 -0.1686
C -0.4736 -6.7730 1.7318
H -4.6775 -2.2091 1.3249
H 1.7304 7.1686 2.3576
C -3.7029 -1.4496 -1.1086
C -4.6541 -1.5778 -2.1217
C 0.4495 7.1240 -0.1324
C 1.4656 4.5920 3.8516
H -2.1362 -0.7486 5.2803
H 4.8576 -1.2267 -2.4203
N 1.2734 -1.3964 -3.5149
H -0.1475 -2.6069 3.1326
C -4.7989 -1.4143 3.3097
N 0.7733 4.7160 0.2483
C -4.0858 -1.0030 4.4237
C 6.3521 1.7219 -1.8519
C 0.7972 3.4178 4.1735
C -0.4214 2.7520 -0.4648
H 3.1937 6.2969 2.7762
C -2.7263 -1.9452 2.1634
F 0.7889 3.0286 5.4754
H 0.0444 7.2654 0.8712
N -1.9588 -2.9181 -4.1264
H 8.1351 2.1889 -2.9791
H -0.4210 -3.3826 -1.4011
C -2.0032 -1.5307 3.2969
C -0.3519 2.1817 0.8578
C 0.2006 3.0803 1.8987
H -3.5041 0.6820 -1.3486
C -0.5005 -1.5899 3.3198
H -2.3136 -0.0243 -0.2586
C -0.5943 -2.7476 -4.1124
C -3.3527 -0.0832 -0.5858
H -0.2771 1.6973 3.4615

As for the multiplicity: 1. Its HOMO-LUMO gap is 0.1601 Eh. Its energy above the lowest of the compared OMol25 structures with the same formula, charge and spin is 0.0 kJ/mol. Its HOMO energy is -0.4 eV. Its charge is -2.

Atom charges from the Mulliken analysis, given in e for atoms 1 to 8: H 0.390; C -0.225; C -0.989; S -0.327; N -0.543; H 0.335; H 0.281; C -0.030


(2)
The following is a DFT calculation (wB97M-V/def2-TZVPD) of C44H42BiBrN7O10 as an isolated structure.

Geometry (Å):
H -2.8197 -4.5797 -2.7775
H -0.1072 6.8728 -2.6746
C 3.0753 -2.3007 -1.1366
H -2.3667 -4.5723 4.2204
H 4.6709 1.8595 0.2730
H 6.1596 2.0361 -3.7349
C -0.3813 -0.5999 4.0770
C -1.4561 2.9685 1.4287
C 0.5342 0.3802 4.4158
C 4.8421 -0.0208 -0.7522
H -2.3454 -1.7067 7.7034
H 3.2715 -1.2157 -3.6753
H -0.8587 3.7965 1.8007
C -1.8694 3.5257 -3.2603
C -0.7950 -3.0589 -4.5845
C 0.6787 -1.3796 0.1449
C -2.5302 -0.7506 7.1962
H 2.0105 0.7614 -4.4580
C -2.5031 2.1587 -3.5778
C -3.2467 -0.2759 2.5578
H -0.0300 -5.0430 -4.0330
C -0.1174 -4.0345 -3.6295
H -2.0965 2.5811 2.2177
N -2.2069 -2.0572 4.7429
C -1.3454 -0.9914 5.0056
N -0.6411 1.8558 0.9173
Bi -1.9432 0.5119 -0.5112
C 5.2000 -0.6716 -1.9378
O -3.0040 0.4987 1.5380
C -3.0756 -4.5600 2.1972
N -0.7584 3.5848 -2.5160
H 6.0081 -0.4160 -3.8923
H -3.8135 -4.2403 0.2051
H -2.1865 6.7884 -4.0721
C 5.7053 0.0869 -2.9809
O -3.6422 -4.0433 -2.7280
C -3.4525 -2.3967 1.2527
H -2.6801 0.0043 7.9661
O -2.8161 2.5510 -0.4863
C 2.5591 -2.9185 -0.0135
H 5.6566 5.2868 -2.3223
C -1.6677 -2.6993 -2.3698
N 4.3128 -2.8109 -1.5996
C 5.3944 2.1098 -1.7206
C -2.3890 3.4714 0.3268
N 5.2184 -2.0923 -2.0700
H -0.3477 -1.3196 -3.3983
H 1.2567 1.7040 5.9425
H 0.8857 -3.6746 -3.3753
C 2.5448 -0.7387 -3.0329
C -3.0309 -1.7720 2.4215
H 0.1820 2.1813 0.4200
H -1.3056 1.9121 8.0861
H -2.4632 -2.6121 5.5370
H 4.4803 -0.6022 0.0870
O -3.2548 2.1598 -4.5513
O -0.3872 -0.9479 0.7141
H -3.4581 -0.8405 6.6261
N 0.4595 0.3173 -1.5295
C -2.4004 4.6657 -3.8460
C -1.2152 -1.9385 -3.6337
C -0.4570 1.2326 7.9677
C 1.8320 0.3366 -3.4789
H -0.1323 -2.7185 -5.3797
C 2.3059 -1.2567 -1.7405
O -3.7159 0.1366 3.6089
O -2.1744 1.1386 -2.8790
H 3.1289 -3.7395 0.4094
O 5.4282 3.4540 -1.5306
H -3.2855 4.5632 -4.4576
N -1.0230 -4.0256 -2.4627
C -3.4678 -3.7771 1.1220
C 5.7836 1.4726 -2.8918
C -2.6630 -3.9595 3.3741
O -3.9401 -1.9350 -2.0664
C -0.1805 4.7493 -2.3460
Br 1.4488 4.7225 -1.3340
O -2.6735 4.6558 0.2693
H -1.6715 -3.5304 -5.0380
H 5.0887 4.0712 -3.4864
H -0.3761 1.1956 1.6405
C 1.4030 -2.4785 0.6220
H 1.0449 -2.9638 1.5234
C 1.1698 -0.7548 -1.0681
H 6.7949 4.0858 -2.9685
H 0.4560 1.8095 8.1158
C 0.5131 0.9605 5.6757
H -1.9923 -1.2749 -4.0108
C 0.8200 0.8775 -2.6687
H -1.3888 -2.1692 -1.4644
H -0.3489 -1.0846 3.1081
H -0.5526 -4.2778 -1.6040
C 5.7636 4.2556 -2.6461
H 0.2689 1.7549 -2.9578
C -1.7816 5.8839 -3.6353
H 1.2977 0.6765 3.7023
C -3.1998 -2.8378 -2.3611
H -3.1049 -5.6406 2.1234
C 4.9481 1.3488 -0.6424
H -3.8435 -1.7835 0.4479
C -0.4532 0.5882 6.6039
C -2.6124 -2.5695 3.5035
C -1.4063 -0.3749 6.2631
H -0.5187 0.4868 8.7627
C -0.6305 5.9472 -2.8648

As for the multiplicity: 1. Its HOMO-LUMO gap is 0.2590 Eh. Its energy above the lowest of the compared OMol25 structures with the same formula, charge and spin is 90.8 kJ/mol. Its HOMO energy is -5.4 eV. Its charge is -1.

Atom charges from the Mulliken analysis, given in e for atoms 1 to 8: H 0.468; H 0.417; C -0.560; H 0.380; H 0.453; H 0.407; C -0.811; C -0.385